Computed, not measured: one molecule with the formula C2H3NOS in a non-equilibrium geometry, with ωB97M-V/def2-TZVPD.

- F_max (eV Å⁻¹) = 4.32
- E_HOMO (eV) = -8.149
- calculated total energy (eV) = -16491.10380

XYZ file:
```
8
Properties=species:S:1:pos:R:3:nbo_charge:R:1
O -0.07299 -1.79091 -0.34996 -0.561
N -0.28208 -0.52129 -0.20229 -0.017
S -2.64811 0.86607 0.13677 0.223
C -1.41306 -0.03834 0.15812 0.104
H 0.94070 0.61510 1.03648 0.214
H 0.88545 1.06371 -0.54913 0.201
H 1.67925 -0.45082 -0.26090 0.254
C 0.91085 0.25647 0.03090 -0.419
```

***

Computed, not measured: C33H53BaN2O2P2S as an isolated structure in a non-equilibrium geometry, with ωB97M-V/def2-TZVPD.

- F_max (eV Å⁻¹) = 3.90
- E_HOMO (eV) = -8.729
- calculated total energy (eV) = -72256.00679
- total charge = +1

XYZ file:
```
94
Properties=species:S:1:pos:R:3:mulliken_charge:R:1
H -2.83205 -2.03991 1.01423 0.517
C 4.07203 0.99228 -1.91304 -1.619
H -3.64341 3.42642 0.58780 0.322
H 4.79989 0.24969 1.45252 0.258
H -1.80722 -3.80615 -3.78305 0.410
C -2.42802 -2.83330 -1.95632 -1.124
C -4.89129 1.39729 -0.83116 -1.659
C 0.04003 -1.57899 -1.96031 -1.093
H 3.16928 1.96986 1.32772 0.175
N -0.79472 -1.42605 -0.92097 1.062
C -3.54557 0.66041 2.47853 2.333
C 1.70728 -3.31694 0.28441 -1.935
C 3.75900 0.72252 -0.42470 1.820
C -0.28446 -2.47144 -3.00030 -1.036
H -3.21863 2.12607 4.08444 0.464
H 0.34629 0.72819 4.64438 0.086
H 3.35529 1.71064 -2.34469 0.326
H -3.42712 -3.27995 -1.92646 0.497
H 1.03909 -3.09621 6.10485 0.416
C 5.01212 0.29465 0.37019 -1.666
H 1.35608 -3.56584 -0.72362 0.327
H -2.85333 -1.36852 3.09293 0.323
C -3.20794 2.10355 2.97839 -1.882
H 3.86929 2.87820 -0.05660 0.467
H 5.78793 1.06426 0.23488 0.516
N 0.51340 1.43260 -1.05312 -0.637
H 2.18745 2.29005 -0.14048 0.143
H 5.06392 1.46266 -2.00090 0.560
Ba 0.12500 0.27291 1.35265 2.634
C 3.97017 -2.81343 -0.83294 -1.711
H 4.09034 -2.06874 -1.63655 0.368
H -3.93569 2.85406 2.63068 0.369
H 3.29074 -3.16929 2.26068 0.459
C 1.29359 -0.71214 -1.96209 0.894
C 0.93416 1.46321 -3.47532 0.189
H 1.25302 0.79689 -6.80755 0.400
H 4.07500 0.07474 -2.51821 0.169
C 0.85877 0.82506 -2.10937 0.158
C 2.94872 -2.37700 0.23593 2.272
H -1.94682 2.07376 -2.28203 0.364
C 0.55036 -3.02215 5.11450 -1.097
H 1.96872 -4.25699 0.80019 0.659
H -2.19241 2.42721 2.66493 0.264
C -3.38353 1.60485 -0.65745 1.954
H -5.25883 2.01293 -1.66433 0.503
H -3.15243 3.74259 -1.08470 0.509
H -3.42309 -0.32528 4.41935 0.642
H 1.22803 -0.03276 5.99774 0.476
H 0.85842 -3.86998 4.48698 0.337
P 2.42679 -0.67749 -0.29930 -1.235
H 3.12153 -1.40082 2.23606 0.035
H 0.41904 -2.67174 -3.81323 0.553
H 4.64042 -2.16896 1.66905 0.375
H -1.95186 3.12389 0.07039 0.265
C 0.91919 2.86343 -3.53556 -0.127
C -3.01405 3.05613 -0.23343 -1.799
H 1.27466 3.28744 -6.91600 0.400
H -5.11352 0.34924 -1.07700 0.395
C 3.20818 2.03668 0.22393 -1.420
H -5.63725 1.32570 2.30179 0.379
C -2.86947 -0.33352 3.46474 -1.793
H 1.92888 -1.00982 -2.80469 1.401
H -5.45480 1.69719 0.06083 0.275
H 1.04612 -0.36157 -4.62813 0.279
O 1.03553 3.66007 3.48186 -0.161
O 0.06773 -1.64607 2.96653 -0.646
H -1.83263 -0.03954 3.71943 0.126
H -5.41564 -0.10824 3.29058 0.386
H -0.49785 -0.47193 5.69994 0.378
C 1.18613 2.78318 -5.94932 -0.516
H -4.04553 -1.62187 -0.18306 0.587
C -1.53822 -3.10873 -2.98003 -1.000
C -2.63725 1.27183 -1.98479 -1.382
C 0.45476 -0.20355 5.22818 -0.890
C -3.00946 -1.41184 0.12268 -0.613
H -0.53843 -3.00746 5.20737 0.313
C 0.47507 2.89392 2.83351 0.171
H 1.07884 4.61393 -4.79374 0.398
H -3.34389 1.09985 -2.81026 0.338
C 3.54213 -2.26541 1.68239 -1.479
H 0.87658 -2.86427 0.85002 0.131
P -2.82382 0.39813 0.69588 -0.614
C 1.17342 1.38774 -5.88751 -0.868
C -2.04077 -1.90743 -0.95934 -0.231
H 0.80842 3.42738 -2.60398 0.369
C 1.04904 0.72469 -4.66610 -0.242
H 3.65396 -3.75909 -1.29435 0.350
H -5.31364 -0.25249 1.52303 0.284
S 1.02706 -1.56978 4.17247 0.622
H 5.42540 -0.66159 0.01905 0.311
C -5.05824 0.39281 2.37793 -1.618
H -2.02431 0.37377 -1.88112 -0.189
C 1.06547 3.52324 -4.76358 -0.868
H 4.95939 -2.99352 -0.38578 0.384
```